Record 1
33
Properties=species:S:1:pos:R:3:forces:R:3:lowdin_charge:R:1 method="wB97M-V/def2-TZVPD" total_energy_ev=-21275.87181 relative_energy_kcal_mol=76.6 largest_force_ev_per_a=6.06
H 3.2371 -0.6578 0.7275 -0.4 -1.4 1.0 0.137
H -1.2620 -3.1121 -1.1543 -0.6 -0.4 -0.1 0.094
H -0.7740 4.3147 -1.0619 -0.1 -0.1 -0.2 0.094
H 1.6830 -1.5469 3.8840 0.3 -1.9 0.2 0.096
C 0.7922 -1.0442 -0.4860 1.3 2.8 -1.9 -0.333
C -2.5602 1.8502 -2.8475 1.2 -0.3 2.5 0.027
C 2.7305 -0.0930 2.7320 -1.1 -0.7 0.0 -0.182
H -2.9024 3.9010 -2.5865 -0.3 0.7 -0.3 0.072
H 3.6835 -0.3022 3.1883 0.5 0.4 0.1 0.105
H -0.9703 -0.0945 1.3373 1.3 -0.1 0.6 0.140
H -2.1828 -2.9746 -2.7031 -0.8 -0.9 -0.1 0.074
O 1.6348 -1.3490 -1.3341 0.0 -1.3 0.9 0.058
H 1.7347 -0.0524 4.6799 -0.3 0.3 -0.3 0.123
H -0.4127 -0.3721 3.7213 -0.6 0.3 0.0 0.116
C -0.9109 0.7785 -1.4458 3.1 1.4 2.7 -0.182
C -1.2789 -2.7425 -2.1851 -1.9 -0.4 1.9 -0.025
C -0.4742 -0.5136 -1.1673 -1.8 -1.1 -0.2 -0.046
H 0.3629 2.2926 -0.4201 2.9 -0.3 2.2 0.050
C -2.2585 3.1147 -2.2847 0.5 -2.4 -1.0 -0.079
N 0.3475 -0.2089 3.0972 -1.4 0.7 -1.3 -0.022
C 2.5280 -1.0265 1.5462 0.0 1.2 -2.7 -0.155
C 0.0714 -0.2734 1.7165 3.4 -2.0 0.2 0.012
C 1.6281 -0.5213 3.6902 0.3 2.0 0.1 -0.221
H -0.5151 -3.2947 -2.6152 2.0 0.0 -1.3 0.062
C -1.3619 -1.3002 -2.0479 4.8 -0.3 1.6 -0.340
C -1.0879 3.3424 -1.4248 -0.4 -4.4 0.0 -0.045
N -1.8819 0.6698 -2.3237 -3.3 2.9 -4.2 -0.080
H -3.3766 1.5606 -3.5302 0.6 0.6 0.5 0.118
H 2.5710 -2.1160 1.8123 0.5 1.0 -0.4 0.137
H 2.5902 0.9725 2.4186 0.4 -0.9 0.4 0.138
N -2.1216 -0.6213 -2.8146 -1.2 3.3 0.6 0.162
C 1.1698 -0.7253 0.8918 -4.2 0.4 1.9 -0.153
C -0.4327 2.1451 -1.0105 -4.6 1.1 -3.3 0.046

---

Record 2
13
Properties=species:S:1:pos:R:3:forces:R:3:lowdin_charge:R:1 method="wB97M-V/def2-TZVPD" total_energy_ev=-6776.21626 total_charge=-1 relative_energy_kcal_mol=40.9 largest_force_ev_per_a=5.69
H -1.1068 -1.0887 0.0866 1.4 0.5 0.7 0.102
H 1.0273 -0.1371 -1.8974 0.9 0.5 -0.1 0.069
O -0.1927 1.6128 -2.2328 1.4 2.3 -1.4 -0.364
C -0.0920 -0.7312 0.4993 -1.1 -0.6 0.3 -0.296
H 1.2850 0.9282 0.0946 -1.6 0.0 0.6 0.099
H -0.6957 -0.1422 -1.8593 0.2 -1.2 0.6 0.065
H -1.0726 -0.6838 2.2255 -3.8 1.3 1.4 -0.025
C 0.1833 0.5280 -1.6097 -3.8 -0.7 0.4 -0.644
N -0.1828 -0.9069 2.0406 3.1 -2.6 -4.0 -0.013
H 0.6730 -1.4548 0.0065 -1.1 1.3 1.1 0.115
H 0.4633 -0.2815 2.4068 1.0 1.4 1.1 0.006
H -0.4433 1.6597 0.2857 0.7 -2.4 -0.6 0.125
C 0.1541 0.6975 -0.0465 2.6 0.1 0.0 -0.239

---

Number 1: HOMO energy -7.557 eV, LUMO level 0.52 eV. Number 2: HOMO energy -1.786 eV, LUMO level 4.41 eV.